A structure of composition C2H4IrO2 in a non-equilibrium geometry. Source: OMol25; level of theory: wB97M-V/def2-TZVPD.

```
9
Properties=species:S:1:pos:R:3:forces:R:3
H 0.920587 -0.199500 -1.218237 -1.2547 -1.8649 0.9746
C -1.009898 0.129150 -1.239887 -0.9169 2.0351 -0.7500
C -0.789535 1.408759 -0.404219 -0.6078 0.5955 -3.4951
O -0.786014 1.167343 0.905738 -0.8053 0.6703 2.1199
O 0.115224 -0.704207 -0.775064 2.3068 0.7890 -3.7441
H -0.884302 0.325457 -2.310358 0.0506 0.0130 0.1581
H -0.317476 2.334562 -0.751581 -0.1094 -0.2583 0.0697
Ir -0.088824 -0.528984 1.148452 0.9108 -1.8419 4.2362
H -1.980463 -0.376964 -1.126593 0.4259 -0.1378 0.4307
```
Forces are in eV/Å.

Results
Relative energy (zero: lowest compared OMol25 entry of this formula, charge and spin) (kcal/mol): 36.3
Highest occupied orbital energy (spin up / spin down) (eV): -18.80 / -22.96
Spin multiplicity: 6
F_max (eV Å⁻¹): 4.71
Calculated total energy (eV): -9042.62020
Orbital gap (spin up / spin down) (eV): 6.345 / 8.359
Total charge: +2

Here are the natural (NBO) charges for atoms 1 to 2, given in e: number 1, H, carries 0.582; number 2, C, carries -0.212